*A*
Entry from OMol25: a 2-piece molecular cluster, C4H10NP overall (ωB97M-V/def2-TZVPD).

Positions of all 16 atoms, in Å:
P (-0.091, -0.065, 0.492)
N (3.243, -0.167, 0.641)
C (3.255, 0.950, 0.409)
C (-0.220, -1.796, -0.101)
C (-0.053, 0.908, -1.028)
C (-1.905, 0.183, 0.880)
H (-2.183, 1.209, 0.491)
H (3.442, 2.043, 0.167)
H (-0.036, 1.969, -0.598)
H (-1.166, -1.917, -0.497)
H (0.939, 0.656, -1.449)
H (-2.040, 0.339, 2.027)
H (0.439, -1.883, -0.930)
H (-0.064, -2.633, 0.552)
H (-2.508, -0.625, 0.579)
H (-1.053, 0.829, -1.635)

The HOMO energy is -0.2995 Ha. The calculation puts the LUMO energy at 0.98 eV. The SMILES is CP(C)C.C#N. The net charge is 0. Its spin multiplicity is 1.

*B*
Entry from OMol25: a 2-piece molecular cluster, C4H10NP overall (ωB97M-V/def2-TZVPD).

Positions of all 16 atoms, in Å:
P (-0.116, -1.087, -1.383)
N (0.289, -1.910, 0.022)
C (1.418, -2.162, 0.509)
C (-1.562, 0.365, 0.728)
C (-1.653, -0.442, -0.588)
C (1.881, 1.454, -0.645)
H (-2.511, 0.085, 1.184)
H (-2.188, -0.062, -1.376)
H (2.595, 0.864, -0.205)
H (2.463, -1.857, 0.162)
H (-2.277, -1.307, -0.371)
H (1.511, -2.949, 1.258)
H (1.315, 2.189, -0.144)
H (-0.661, 0.222, 1.168)
H (1.826, 1.132, -1.643)
H (-1.579, 1.377, 0.324)

The HOMO energy (alpha / beta) is -0.3212 / -0.2720 Ha. The calculation puts the LUMO energy (alpha / beta) at -0.52 / 0.07 eV. The net charge is 0. Its spin multiplicity is 1.

*A* is favored, and the nearest alternative lies 67.1 kcal/mol above it.

*A*
Entry from OMol25: an isolated ion of composition C3H9N2S and charge -1 (ωB97M-V/def2-TZVPD).

Positions of all 15 atoms, in Å:
S (2.914, -0.430, 0.226)
N (-1.147, 0.599, -0.115)
N (-3.478, 0.163, 0.479)
C (-2.373, -0.067, -0.422)
C (1.581, 0.527, -0.332)
C (0.173, -0.202, -0.049)
H (1.392, 1.478, 0.009)
H (0.373, -0.819, 0.843)
H (-2.292, -1.136, -0.620)
H (-1.345, 1.087, 0.750)
H (-3.381, -0.147, 1.455)
H (-4.256, -0.181, -0.031)
H (1.537, 0.332, -1.468)
H (0.201, -0.917, -0.889)
H (-2.767, 0.306, -1.388)

The HOMO energy is -0.0818 Ha. The calculation puts the LUMO energy at 3.52 eV. The SMILES is NCNCC[S-]. The net charge is -1. Its spin multiplicity is 1.

*B*
Entry from OMol25: an isolated ion of composition C3H9N2S and charge -1 (ωB97M-V/def2-TZVPD).

Positions of all 15 atoms, in Å:
S (2.835, -0.207, -1.114)
N (-2.364, -1.296, 0.168)
N (-0.346, 0.005, -0.261)
C (0.722, 0.777, 0.376)
C (1.739, 1.176, -0.676)
C (-1.039, -0.853, 0.678)
H (-1.245, -0.283, 1.577)
H (0.169, -0.585, -0.920)
H (-0.534, -1.803, 0.858)
H (0.309, 1.682, 0.859)
H (-2.799, -0.484, -0.260)
H (-2.186, -1.968, -0.571)
H (1.187, 1.544, -1.547)
H (1.249, 0.245, 1.183)
H (2.302, 2.052, -0.350)

The HOMO energy is -0.0901 Ha. The calculation puts the LUMO energy at 4.16 eV. The SMILES is NCNCC[S-]. The net charge is -1. Its spin multiplicity is 1.

*B* is favored, and the nearest alternative lies 36.5 kcal/mol above it.

*A*
Entry from OMol25: an isolated ion of composition C3H9N2S and charge -1 (ωB97M-V/def2-TZVPD).

Positions of all 15 atoms, in Å:
S (1.907, 2.320, 0.296)
N (-0.733, -0.881, -0.371)
N (-1.882, -2.985, -0.331)
C (-1.850, -1.574, 0.272)
C (0.099, 0.122, 0.503)
C (0.850, 1.002, -0.556)
H (-1.048, -0.313, -1.163)
H (0.170, 1.605, -1.249)
H (-1.797, -1.676, 1.352)
H (-2.833, -0.986, 0.061)
H (-0.734, 0.610, 1.115)
H (0.711, -0.529, 1.011)
H (-1.301, -3.527, 0.285)
H (-1.378, -2.842, -1.210)
H (1.404, 0.299, -1.329)

The HOMO energy is -0.0886 Ha. The calculation puts the LUMO energy at 3.83 eV. The SMILES is NCNCC[S-]. The net charge is -1. Its spin multiplicity is 1.

*B*
Entry from OMol25: C3H9N2S as an isolated structure (ωB97M-V/def2-TZVPD).

Positions of all 15 atoms, in Å:
S (3.350, -0.294, -0.446)
N (-0.508, -0.304, 0.567)
N (-2.327, -0.702, -0.914)
C (1.870, -0.976, 0.294)
C (0.763, 0.080, 0.360)
C (-1.110, -0.795, -0.550)
H (-2.491, 2.516, 1.307)
H (-2.899, -0.071, -0.356)
H (1.014, 0.647, -0.784)
H (-3.144, 2.375, 0.966)
H (1.508, -1.933, -0.062)
H (1.444, 0.863, -1.463)
H (2.000, -1.114, 1.371)
H (1.008, 0.846, 1.097)
H (-0.477, -1.137, -1.385)

The HOMO energy is -0.1304 Ha. The calculation puts the LUMO energy at 3.47 eV. The net charge is -1. Its spin multiplicity is 1.

*A* is favored, and the nearest alternative lies 73.0 kcal/mol above it.

*A*
Entry from OMol25: a 2-piece molecular cluster, ClH2N2O overall (ωB97M-V/def2-TZVPD).

Positions of all 6 atoms, in Å:
Cl (-2.295, -1.990, -1.261)
O (-0.971, 0.742, 1.002)
N (1.031, 0.062, -0.007)
N (-0.530, -0.082, 0.258)
H (1.145, 0.925, 0.469)
H (-1.097, -1.002, -0.161)

The HOMO energy (alpha / beta) is -0.1761 / -0.1800 Ha. The calculation puts the LUMO energy (alpha / beta) at 3.89 / 4.17 eV. The net charge is -1. Its spin multiplicity is 1.

*B*
Entry from OMol25: ClH2N2O as an isolated structure (ωB97M-V/def2-TZVPD).

Positions of all 6 atoms, in Å:
Cl (0.503, -0.453, -2.600)
O (-0.126, 0.311, 2.324)
N (-0.039, 0.094, 0.105)
N (0.579, 0.035, 1.189)
H (-1.126, 0.186, -0.027)
H (0.209, -0.172, -0.990)

The HOMO energy is -0.1860 Ha. The calculation puts the LUMO energy at 4.97 eV. The net charge is -1. Its spin multiplicity is 1.

*B* is favored, and the nearest alternative lies 31.7 kcal/mol above it.

*A*
Entry from OMol25: one molecule with the formula C8H11ClO2 (ωB97M-V/def2-TZVPD).

Positions of all 22 atoms, in Å:
Cl (2.709, -1.110, 0.809)
O (0.521, 1.648, -0.636)
O (-1.783, 1.527, 1.535)
C (-1.699, 0.330, 0.857)
C (2.165, 0.297, 0.048)
C (-0.270, -0.357, 0.747)
C (-2.072, -1.619, -0.491)
C (3.148, 1.211, -0.624)
C (-2.615, -0.364, 0.213)
C (0.828, 0.519, 0.084)
C (-0.507, -1.411, -0.437)
H (-3.691, -0.133, 0.114)
H (-2.577, -2.382, 0.038)
H (2.656, 1.892, -1.165)
H (3.709, 0.673, -1.227)
H (0.007, -2.272, -0.187)
H (3.852, 1.838, -0.057)
H (0.196, -0.707, 1.600)
H (-2.563, -1.427, -1.525)
H (-0.380, 1.485, -0.823)
H (-0.082, -0.997, -1.299)
H (-1.554, 1.359, 2.426)

The HOMO energy is -0.2943 Ha. The calculation puts the LUMO energy at 0.67 eV. The SMILES is C/C(Cl)=C(\O)[C@@H]1CCC=C1O. The net charge is 0. Its spin multiplicity is 1.

*B*
Entry from OMol25: one molecule with the formula C8H11ClO2 (ωB97M-V/def2-TZVPD).

Positions of all 22 atoms, in Å:
Cl (2.086, 2.409, -0.015)
O (1.256, 0.508, -1.563)
O (1.809, -1.625, -1.636)
C (0.947, -0.274, 1.464)
C (-0.266, 0.113, 0.734)
C (-0.253, 2.391, -1.625)
C (1.278, -0.783, -1.057)
C (-0.212, -2.326, 0.125)
C (-1.583, -0.053, 1.271)
C (0.393, -0.997, 0.142)
C (0.983, 1.654, -1.004)
H (-0.886, 2.877, -0.847)
H (0.313, -3.239, -0.011)
H (-0.882, 1.748, -2.233)
H (-1.014, -2.310, -0.572)
H (-1.804, 0.488, 2.188)
H (-0.823, -2.366, 1.084)
H (-2.369, 0.144, 0.493)
H (-1.673, -1.124, 1.546)
H (0.709, -0.699, 2.452)
H (1.944, 0.225, 1.401)
H (0.048, 3.243, -2.339)

The HOMO energy (alpha / beta) is -0.2858 / -0.2713 Ha. The calculation puts the LUMO energy (alpha / beta) at 0.53 / 0.09 eV. The net charge is 0. Its spin multiplicity is 1.

*A* is favored, and the nearest alternative lies 45.4 kcal/mol above it.

*A*
Entry from OMol25: a 2-piece molecular cluster, C3H8S overall (ωB97M-V/def2-TZVPD).

Positions of all 12 atoms, in Å:
S (1.010, -0.439, -1.299)
C (-0.597, 0.979, 2.157)
C (-1.152, 1.165, 3.408)
C (-0.277, -1.041, -2.548)
H (-0.472, -0.155, -3.117)
H (0.601, -1.025, -0.114)
H (-1.054, 1.232, 1.104)
H (0.417, 0.881, 1.924)
H (0.179, -1.912, -3.057)
H (-0.357, 1.371, 4.150)
H (-1.084, -1.314, -1.945)
H (-2.224, 1.336, 3.729)

The HOMO energy is -0.3346 Ha. The calculation puts the LUMO energy at 0.96 eV. The SMILES is C=C.CS. The net charge is 0. Its spin multiplicity is 1.

*B*
Entry from OMol25: one molecule with the formula C3H8S (ωB97M-V/def2-TZVPD).

Positions of all 12 atoms, in Å:
S (0.956, -1.408, 1.813)
C (0.011, -0.427, -0.540)
C (0.535, 0.041, 0.808)
C (-0.903, 0.614, -1.193)
H (-0.280, 0.570, 1.310)
H (1.492, -0.735, 2.837)
H (0.805, -0.679, -1.237)
H (1.384, 0.719, 0.722)
H (-0.543, 1.635, -1.068)
H (-1.904, 0.576, -0.772)
H (-1.005, 0.446, -2.265)
H (-0.546, -1.353, -0.416)

The HOMO energy is -0.3307 Ha. The calculation puts the LUMO energy at 1.05 eV. The SMILES is CCCS. The net charge is 0. Its spin multiplicity is 1.

*B* is favored, and the nearest alternative lies 47.6 kcal/mol above it.